No. 1
This record from the OMol25 dataset describes C23H37MoN2O2P3 as an isolated structure at a distorted geometry. The level of theory is the ωB97M-V functional and the def2-TZVPD basis.

Structure (XYZ):
```
68
Properties=species:S:1:pos:R:3:mulliken_spin:R:1
P -0.36 -2.57 -0.08 0.08
C 0.71 -4.00 0.44 0.01
H 0.21 -4.93 0.12 0.00
H 0.83 -4.01 1.53 0.00
H 1.71 -3.95 -0.03 0.00
C -1.95 -3.23 0.54 0.02
H -2.81 -2.90 -0.06 0.00
H -2.11 -2.87 1.57 0.00
H -1.93 -4.34 0.55 0.00
C -0.37 -2.94 -1.90 0.03
H -0.80 -3.95 -2.06 0.01
H 0.66 -2.90 -2.27 0.00
H -0.97 -2.19 -2.44 0.00
P 1.11 1.52 -2.07 -0.11
C 2.92 1.75 -2.11 0.01
H 3.17 2.37 -2.99 0.00
H 3.43 0.77 -2.19 0.00
H 3.26 2.26 -1.20 0.00
C 0.79 0.72 -3.65 0.01
H -0.28 0.77 -3.91 0.00
H 1.08 -0.34 -3.61 -0.01
H 1.38 1.24 -4.43 0.00
C 0.53 3.22 -2.19 0.01
H 0.73 3.59 -3.21 0.00
H 1.04 3.86 -1.45 0.00
H -0.55 3.28 -2.00 -0.01
P -0.92 1.08 2.24 0.10
C 0.02 1.49 3.78 0.00
H -0.70 1.84 4.53 0.00
H 0.75 2.28 3.59 0.00
H 0.55 0.61 4.17 0.00
C -1.75 2.72 2.03 0.00
H -2.01 3.14 3.02 0.00
H -2.66 2.65 1.42 0.00
H -1.05 3.41 1.53 0.00
C -2.21 -0.06 2.87 0.02
H -2.79 0.41 3.69 0.01
H -1.71 -0.97 3.25 0.00
H -2.89 -0.37 2.07 0.00
Mo 0.16 0.27 -0.13 1.67
C 1.65 -0.83 -0.86 -0.08
O 2.52 -1.41 -1.39 0.06
C 0.98 1.93 0.55 -0.05
O 1.42 3.01 0.84 0.07
C -2.64 1.79 -0.97 -0.01
C -3.26 0.88 -0.11 0.03
C -3.34 -0.47 -0.44 0.06
C -2.81 -0.92 -1.66 0.04
C -2.21 -0.02 -2.53 0.03
C -2.12 1.33 -2.20 0.02
H -2.67 2.85 -0.75 0.00
H -3.84 1.22 0.76 0.00
H -3.92 -1.16 0.19 0.01
H -3.02 -1.94 -1.99 -0.01
H -1.92 -0.36 -3.52 0.00
H -1.82 2.06 -2.94 0.00
N 4.72 -4.29 1.78 0.00
C 4.31 -3.20 1.97 0.00
C 3.82 -1.87 2.18 0.00
C 4.57 -0.95 2.94 0.00
C 4.04 0.32 3.03 0.00
C 2.88 0.66 2.31 0.01
N 2.20 -0.20 1.53 -0.03
C 2.59 -1.48 1.62 0.01
H 5.52 -1.25 3.40 0.00
H 4.51 1.08 3.64 0.00
H 2.53 1.68 2.42 0.00
H 1.95 -2.25 1.20 -0.01
```

Computed properties:
strongest force on any atom	9.0	eV/Å
E	-61203.03012	eV
net charge	+4
2S+1	3
LUMO energy (spin up / spin down)	-15.4205 / -16.1833	eV
relative energy (zero: lowest compared OMol25 entry of this formula, charge and spin)	4.74	kJ/mol
frontier orbital gap (spin up / spin down)	5.631 / 4.867	eV

---

No. 2
This record from the OMol25 dataset describes C23H37N4O3P2Pt as an isolated structure at a distorted geometry. The level of theory is the ωB97M-V functional and the def2-TZVPD basis.

Structure (XYZ):
```
70
Properties=species:S:1:pos:R:3:mulliken_spin:R:1
Pt -0.03 -0.25 -0.49 1.27
C -2.30 0.88 3.09 0.04
C -2.01 -0.23 2.16 0.20
C -2.19 -0.04 0.74 0.26
C -2.06 -1.12 -0.14 -0.09
C -1.74 -2.39 0.40 0.30
C -1.54 -2.57 1.79 0.08
C -1.68 -1.51 2.65 0.09
H -3.37 0.86 3.34 0.04
H -2.10 1.85 2.63 0.00
H -1.75 0.78 4.02 0.01
H -2.57 0.91 0.38 0.00
H -2.50 -1.06 -1.12 -0.02
H -1.67 -3.25 -0.27 0.02
H -1.34 -3.56 2.19 0.01
H -1.57 -1.66 3.72 0.00
C 5.45 0.89 1.93 0.00
N 4.17 0.44 1.38 0.00
C 3.55 -0.67 2.11 0.00
P 3.42 1.20 0.14 0.00
O 2.49 0.32 -0.63 0.04
O 2.63 2.44 0.84 0.00
P 1.04 2.72 0.97 0.02
O 0.18 1.49 0.80 0.12
N 0.90 3.32 2.47 0.01
C 1.13 4.74 2.77 0.00
C 0.61 2.45 3.62 0.00
N 0.75 3.83 -0.16 0.00
C -0.62 4.03 -0.66 0.00
C 1.74 4.83 -0.61 0.00
N 4.50 1.99 -0.77 0.00
C 4.94 1.39 -2.04 0.00
C 5.25 3.18 -0.32 0.00
H 5.99 0.02 2.32 0.00
H 5.32 1.60 2.75 0.00
H 6.07 1.34 1.16 0.00
H 4.23 -1.53 2.13 0.00
H 2.63 -0.98 1.64 0.00
H 3.34 -0.39 3.14 0.00
H 0.98 5.35 1.88 0.00
H 2.14 4.91 3.15 0.00
H 0.42 5.07 3.53 0.00
H 0.36 1.45 3.28 0.00
H -0.23 2.86 4.19 0.00
H 1.47 2.39 4.29 0.00
H -1.22 3.15 -0.45 0.00
H -0.59 4.18 -1.74 0.00
H -1.09 4.90 -0.21 0.00
H 2.72 4.60 -0.22 0.00
H 1.46 5.83 -0.29 0.00
H 1.78 4.82 -1.70 0.00
H 4.21 0.67 -2.38 0.00
H 5.92 0.90 -1.93 0.00
H 5.05 2.17 -2.79 0.00
H 4.84 3.56 0.61 0.00
H 5.18 3.96 -1.08 0.00
H 6.31 2.95 -0.19 0.00
C 0.48 -1.50 -1.89 0.40
C 0.91 -2.27 -2.77 0.15
C 1.40 -3.14 -3.77 -0.04
C 2.36 -2.70 -4.70 0.25
C 2.93 -3.62 -5.69 0.26
C 2.54 -4.93 -5.73 0.01
C 1.59 -5.38 -4.83 0.28
C 1.00 -4.48 -3.84 0.24
H 2.67 -1.66 -4.67 0.02
H 3.67 -3.26 -6.40 0.00
H 2.95 -5.61 -6.47 0.01
H 1.30 -6.42 -4.85 0.00
H 0.27 -4.84 -3.13 0.00
```

Computed properties:
strongest force on any atom	2.0	eV/Å
E	-58350.42626	eV
net charge	+3
2S+1	5
LUMO energy (spin up / spin down)	-9.0261 / -12.7310	eV
relative energy (zero: lowest compared OMol25 entry of this formula, charge and spin)	58.92	kJ/mol
frontier orbital gap (spin up / spin down)	6.910 / 3.212	eV

---

No. 3
This record from the OMol25 dataset describes a 5-piece molecular cluster, C23H37N4O7P overall at a distorted geometry. The level of theory is the ωB97M-V functional and the def2-TZVPD basis.

Structure (XYZ):
```
72
Properties=species:S:1:pos:R:3:lowdin_charge:R:1
C 1.62 1.70 -2.70 -0.01
C 0.96 2.72 -1.82 -0.19
C 1.63 3.87 -1.47 -0.04
C 1.11 4.83 -0.68 -0.05
C -0.16 4.67 -0.15 -0.01
C -0.84 3.55 -0.49 -0.12
C -0.32 2.57 -1.32 -0.05
C -1.19 1.39 -1.63 -0.28
O -0.78 0.25 -1.74 0.09
C -2.65 1.73 -1.75 -0.23
P -3.75 0.95 -2.97 0.71
O -3.16 0.94 -4.32 -0.44
C -3.14 2.66 -0.95 0.00
C -2.23 3.35 0.03 -0.30
O -2.59 3.66 1.15 0.11
H 0.98 0.88 -2.99 0.07
H 2.05 2.22 -3.56 0.10
H 2.47 1.30 -2.12 0.06
H 2.62 4.03 -1.87 0.13
H 1.64 5.74 -0.44 0.11
H -0.64 5.37 0.51 0.13
H -4.08 -0.35 -2.50 0.01
H -4.96 1.67 -3.00 0.03
H -4.18 2.98 -1.00 0.11
C -7.18 2.71 3.61 -0.07
N -7.33 3.04 2.20 0.01
C -6.61 2.58 1.15 -0.55
C -5.51 1.60 1.43 -0.01
O -6.86 2.97 0.01 0.02
H -8.12 2.28 3.97 0.08
H -6.97 3.61 4.17 0.08
H -6.38 1.99 3.76 0.07
H -8.05 3.70 1.94 0.14
H -5.04 1.34 0.48 0.06
H -4.76 2.04 2.08 0.08
H -5.91 0.69 1.88 0.09
C 3.64 1.37 2.59 -0.07
N 3.54 1.73 1.19 0.02
C 4.28 1.27 0.15 -0.52
C 5.35 0.25 0.46 0.00
O 4.07 1.69 -0.98 0.01
H 2.68 0.96 2.93 0.08
H 3.86 2.26 3.19 0.08
H 4.42 0.63 2.76 0.07
H 2.85 2.41 0.92 0.13
H 5.85 -0.02 -0.46 0.09
H 6.09 0.66 1.15 0.09
H 4.91 -0.64 0.89 0.05
C -0.99 -2.80 -2.41 -0.07
N -1.28 -3.57 -1.21 0.01
C -0.98 -4.87 -0.95 -0.56
C -0.24 -5.64 -2.01 -0.02
O -1.29 -5.37 0.12 0.02
H -0.38 -1.94 -2.13 0.06
H -1.92 -2.44 -2.84 0.08
H -0.46 -3.39 -3.14 0.07
H -1.77 -3.11 -0.45 0.14
H -0.08 -6.65 -1.66 0.08
H -0.84 -5.68 -2.93 0.08
H 0.72 -5.18 -2.23 0.08
C 3.18 -4.77 1.50 -0.07
N 4.07 -3.63 1.61 0.01
C 5.43 -3.61 1.59 -0.54
C 6.14 -4.94 1.43 -0.01
O 6.05 -2.56 1.70 0.02
H 2.53 -4.63 0.64 0.08
H 2.56 -4.83 2.40 0.09
H 3.73 -5.69 1.38 0.07
H 3.67 -2.71 1.73 0.13
H 7.21 -4.77 1.43 0.08
H 5.89 -5.61 2.25 0.09
H 5.86 -5.40 0.48 0.09
```

Computed properties:
strongest force on any atom	1.9	eV/Å
E	-54033.84084	eV
structure (SMILES)	Cc1cccc2c1C(=O)C([PH2]=O)=CC2=O.CNC(C)=O.CNC(C)=O.CNC(C)=O.CNC(C)=O
LUMO energy	-1.1190	eV
frontier orbital gap	8.249	eV

---

No. 4
This record from the OMol25 dataset describes C23H38Cl2N3NiO4 as an isolated structure at a distorted geometry. The level of theory is the ωB97M-V functional and the def2-TZVPD basis.

Structure (XYZ):
```
71
Properties=species:S:1:pos:R:3:mulliken_spin:R:1
O -0.75 0.80 -2.08 0.03
C -1.59 1.32 -2.86 0.01
C -0.97 1.90 -4.10 -0.01
C 0.30 2.49 -4.02 0.00
H 0.79 2.56 -3.04 0.00
C 0.94 2.95 -5.16 0.00
H 1.93 3.39 -5.08 0.00
C 0.30 2.86 -6.41 0.00
H 0.79 3.24 -7.30 0.00
C -0.97 2.28 -6.50 0.00
H -1.48 2.21 -7.46 0.00
C -1.60 1.79 -5.35 0.00
H -2.58 1.31 -5.41 0.00
H -3.53 1.02 -3.62 0.06
C -3.43 2.95 -2.57 0.01
C -3.07 1.47 -2.73 0.07
H -4.49 3.06 -2.30 0.00
H -3.25 3.50 -3.50 0.00
H -2.82 3.40 -1.78 0.00
C -3.40 0.62 -1.56 0.72
C -3.68 1.10 -0.23 -0.04
H -3.40 -0.45 -1.73 0.02
H -4.76 1.11 -0.02 0.08
H -3.29 2.12 -0.06 0.00
H -3.22 0.41 0.50 0.04
Ni 1.63 0.18 -1.60 0.95
Cl 1.46 1.30 0.20 0.01
Cl 1.30 -1.05 -3.32 0.02
H 5.29 -1.41 -2.39 0.00
H 5.45 0.13 -0.41 0.00
C 4.33 -0.93 -2.60 0.00
C 4.44 0.49 -0.63 -0.01
N 3.66 -0.55 -1.34 0.04
H 3.66 -1.59 -3.16 0.00
C 3.32 -1.68 -0.52 -0.01
O 3.51 -2.84 -0.83 0.00
H 3.91 0.78 0.27 0.00
H 2.87 -1.36 0.45 0.00
H 4.48 -0.01 -3.18 0.00
H 4.50 1.36 -1.29 0.00
H -1.14 -4.93 0.63 0.00
H -0.14 -4.54 -1.25 0.00
C -1.21 -3.90 1.01 0.00
C 0.04 -3.47 -1.09 -0.01
N -0.91 -3.00 -0.09 0.00
H -0.48 -3.78 1.82 0.00
C -1.27 -1.71 0.01 0.01
O -1.94 -1.25 0.96 0.01
H 1.08 -3.33 -0.75 0.00
H -0.92 -1.07 -0.82 -0.01
H -2.21 -3.70 1.38 0.00
H -0.09 -2.90 -2.02 0.00
O 1.20 -1.78 1.72 0.00
C 1.06 -1.17 2.79 0.00
C 2.20 -1.02 3.78 0.00
C 2.55 0.43 4.10 0.00
C 1.69 0.99 5.24 0.00
C 0.24 1.21 4.84 0.00
C -0.49 -0.07 4.43 0.00
N -0.12 -0.59 3.12 0.00
H 1.92 -1.56 4.70 0.00
H 3.07 -1.52 3.34 0.00
H 3.60 0.48 4.40 0.00
H 2.43 1.05 3.20 0.00
H 1.73 0.30 6.09 0.00
H 2.12 1.95 5.57 0.00
H -0.31 1.64 5.69 0.00
H 0.18 1.94 4.01 0.00
H -0.33 -0.84 5.21 0.00
H -1.57 0.14 4.38 0.00
H -0.88 -0.75 2.45 0.00
```

Computed properties:
strongest force on any atom	4.2	eV/Å
E	-103218.89626	eV
net charge	-1
2S+1	3
LUMO energy (spin up / spin down)	2.8567 / 2.8254	eV
relative energy (zero: lowest compared OMol25 entry of this formula, charge and spin)	0.00	kJ/mol
frontier orbital gap (spin up / spin down)	6.760 / 6.243	eV

---

No. 5
This record from the OMol25 dataset describes C23H38FKLiMgNO8PS2 as an isolated structure at a distorted geometry. The level of theory is the ωB97M-V functional and the def2-TZVPD basis.

Structure (XYZ):
```
77
Properties=species:S:1:pos:R:3:lowdin_charge:R:1
C -2.64 3.63 -2.11 -0.15
C -2.40 2.91 -0.64 -0.20
C -0.79 2.85 -0.22 -0.17
C -0.24 1.33 0.04 -0.18
N 0.80 0.85 -0.95 -0.22
C 2.08 1.65 -0.92 -0.23
C 3.45 0.74 -1.11 -0.14
C 4.13 0.28 0.33 -0.21
C 2.94 -0.21 1.36 -0.22
C 3.45 -1.09 2.65 0.01
C 4.34 -0.43 3.66 0.01
F 4.80 0.98 3.52 -0.07
C 4.82 -1.32 4.97 -0.16
O 5.46 -0.74 5.99 0.01
C 4.54 -2.94 4.92 0.11
C 3.65 -3.62 3.90 -0.08
O 3.56 -5.08 4.00 -0.13
C 2.18 -5.58 3.88 -0.21
C 2.05 -6.21 2.34 -0.10
C 2.92 -2.67 2.77 -0.10
O 1.92 -3.01 1.97 0.01
C 0.25 0.65 -2.34 -0.89
S 0.01 1.84 -3.53 0.60
S -0.28 -1.13 -2.82 0.75
C -2.17 -1.23 -2.62 -0.46
C -2.98 -0.71 -3.95 -0.30
C -2.69 -1.65 -5.30 -0.14
H -3.13 2.91 -2.90 0.06
H -1.63 4.02 -2.56 0.02
H -3.35 4.59 -2.03 0.10
H -2.95 3.62 0.15 0.12
H -2.94 1.87 -0.54 0.08
H -0.13 3.48 -0.95 0.07
H -0.73 3.41 0.83 0.12
H -1.17 0.60 -0.06 0.13
H 0.16 1.19 1.14 0.12
H 2.14 2.52 -1.70 0.12
H 2.12 2.18 0.15 0.02
H 4.25 1.44 -1.65 0.13
H 3.25 -0.16 -1.84 0.13
H 4.81 1.13 0.74 0.09
H 4.84 -0.64 0.06 0.15
H 2.12 -0.73 0.70 0.14
H 2.43 0.77 1.80 -0.07
H 5.10 -3.59 5.74 0.16
H 1.37 -4.73 4.04 0.13
H 1.92 -6.47 4.60 0.14
H 1.28 -5.59 1.67 0.08
H 1.80 -7.35 2.33 0.08
H 3.11 -6.08 1.81 0.10
H -2.50 -2.37 -2.46 0.11
H -2.50 -0.63 -1.66 0.07
H -2.79 0.43 -4.15 0.08
H -4.14 -0.87 -3.73 0.12
H -2.84 -0.95 -6.25 0.08
H -1.58 -2.04 -5.31 0.06
H -3.41 -2.59 -5.35 0.09
O 1.43 7.53 -2.45 -0.09
P 0.69 6.19 -2.62 -0.06
O 1.09 5.24 -1.48 -0.21
O 1.07 5.57 -3.97 -0.42
O -0.83 6.44 -2.58 -0.10
Li 1.17 3.90 -5.41 0.38
Mg -1.33 4.26 -6.92 0.52
C -4.51 -2.16 1.40 -0.06
C -4.03 -0.73 1.56 -0.51
C -4.70 -0.05 2.74 -0.06
O -4.30 0.00 0.37 -0.08
H -5.59 -2.19 1.21 0.09
H -4.03 -2.64 0.54 0.08
H -4.31 -2.76 2.30 0.08
H -2.94 -0.73 1.71 0.13
H -5.79 0.00 2.60 0.09
H -4.35 0.98 2.84 0.08
H -4.50 -0.58 3.68 0.08
H -5.26 0.00 0.23 0.10
K 2.95 2.25 1.81 1.00
```

Computed properties:
strongest force on any atom	8.6	eV/Å
E	-97964.90410	eV
net charge	+1
LUMO energy	-6.0736	eV
relative energy (zero: lowest compared OMol25 entry of this formula, charge and spin)	1307.11	kJ/mol
frontier orbital gap	3.955	eV

---

No. 6
This record from the OMol25 dataset describes one molecule with the formula C23H38N4O2S. The level of theory is the ωB97M-V functional and the def2-TZVPD basis.

Structure (XYZ):
```
68
Properties=species:S:1:pos:R:3:lowdin_charge:R:1
C 2.60 2.69 6.93 -0.07
C 3.89 2.17 6.27 -0.38
C 4.50 1.04 7.10 -0.07
C 3.58 1.68 4.89 -0.39
C 4.11 2.15 3.73 -0.35
S 3.48 1.29 2.37 1.04
C 2.53 0.34 3.50 -0.57
C 1.64 -0.74 2.98 -0.20
N 0.97 -0.29 1.78 -0.19
C -0.02 0.73 2.06 -0.19
C -0.53 1.33 0.75 -0.12
C -1.17 0.22 -0.10 -0.32
N -1.75 0.65 -1.36 -0.17
C -3.09 1.22 -1.22 -0.17
C -3.58 1.86 -2.52 -0.12
C -2.94 1.22 -3.77 -0.21
C -3.45 -0.21 -3.97 -0.48
O -4.29 -0.47 -4.80 0.05
N -2.89 -1.11 -3.15 0.09
C -3.24 -2.51 -3.16 -0.11
C -2.05 -3.38 -3.60 -0.30
C -1.60 -3.09 -5.04 -0.12
C -0.08 -3.17 -4.95 -0.15
C 0.16 -2.67 -3.53 -0.21
O -0.92 -3.15 -2.76 -0.12
C -1.41 1.32 -3.67 -0.11
C -0.93 1.48 -2.22 -0.17
C -0.12 -0.87 -0.32 -0.12
C 0.38 -1.39 1.03 -0.18
N 2.69 0.66 4.73 0.11
H 1.87 1.88 6.97 0.08
H 2.81 3.03 7.94 0.07
H 2.19 3.51 6.35 0.08
H 4.61 2.99 6.19 0.13
H 4.71 1.38 8.11 0.07
H 5.43 0.69 6.64 0.08
H 3.80 0.21 7.14 0.08
H 4.81 2.94 3.59 0.06
H 0.94 -1.03 3.79 0.13
H 2.25 -1.61 2.73 0.13
H 0.45 1.51 2.67 0.12
H -0.87 0.31 2.64 0.13
H 0.31 1.77 0.22 0.12
H -1.26 2.11 0.97 0.11
H -2.00 -0.22 0.47 0.15
H -3.13 1.98 -0.42 0.12
H -3.76 0.40 -0.93 0.12
H -4.66 1.78 -2.59 0.12
H -3.32 2.92 -2.53 0.12
H -3.29 1.78 -4.64 0.14
H -2.24 -0.78 -2.44 0.11
H -3.55 -2.82 -2.16 0.13
H -4.07 -2.65 -3.86 0.13
H -2.33 -4.44 -3.48 0.15
H -2.03 -3.79 -5.75 0.12
H -1.91 -2.08 -5.33 0.11
H 0.43 -2.57 -5.70 0.11
H 0.25 -4.21 -5.04 0.11
H 1.09 -3.04 -3.09 0.12
H 0.18 -1.57 -3.52 0.10
H -0.96 0.43 -4.11 0.10
H -1.06 2.18 -4.25 0.12
H -0.98 2.54 -1.93 0.13
H 0.11 1.16 -2.15 0.12
H 0.73 -0.47 -0.87 0.12
H -0.54 -1.70 -0.89 0.10
H 1.15 -2.15 0.86 0.12
H -0.46 -1.85 1.58 0.13
```

Computed properties:
strongest force on any atom	0.9	eV/Å
E	-45359.47354	eV
structure (SMILES)	CC(C)c1csc(CN2CCC(N3CCC(C(=O)NC[C@H]4CCCO4)CC3)CC2)n1
LUMO energy	0.5738	eV
frontier orbital gap	9.200	eV